No. 1
C3H4F2O | the ωB97M-V functional and the def2-TZVPD basis

```
10
Properties=species:S:1:pos:R:3:forces:R:3
C -1.076 -0.849 0.401 -0.1 -0.2 2.5
C -0.351 0.571 0.304 -0.1 -1.7 -2.6
C 0.870 0.571 -0.594 -1.7 1.2 -2.1
O -1.632 -0.849 -0.792 1.4 0.3 -0.6
F -1.067 1.640 0.069 -0.3 0.3 0.6
F 1.743 -0.368 -0.165 0.8 0.2 0.2
H -0.182 -1.603 0.715 -2.2 1.4 -0.9
H -1.914 -0.723 1.138 1.1 -0.5 0.4
H 1.188 1.653 -0.676 0.6 -1.2 0.5
H 0.558 0.308 -1.694 0.4 0.3 2.0
```
Forces are in eV/Å.

Summary:
HOMO (spin up / spin down) = -9.46 / -10.12 eV
orbital gap (spin up / spin down) = 7.987 / 9.185 eV
relative energy (zero: lowest compared OMol25 entry of this formula, charge and spin) = 98.8 kcal per mole
net charge = 0

What are the natural (NBO) partial charges on each atom? They are as follows, in elementary charge units: atom 1 (C): -0.14, atom 2 (C): 0.54, atom 3 (C): -0.08, atom 4 (O): -0.48, atom 5 (F): -0.29, atom 6 (F): -0.34, atom 7 (H): 0.19, atom 8 (H): 0.18, atom 9 (H): 0.19, atom 10 (H): 0.22

=====

No. 2
C16H48N6O8 | the ωB97M-V functional and the def2-TZVPD basis

```
78
Properties=species:S:1:pos:R:3:forces:R:3
N -3.117 0.328 2.671 -6.3 0.8 2.6
C -2.660 0.553 1.476 -6.1 1.6 -4.6
N -1.432 0.141 1.445 4.6 0.4 -2.9
O -3.474 0.901 0.418 4.5 -1.6 5.7
H -4.175 0.446 2.774 2.4 -0.2 0.0
H -2.611 0.007 3.461 0.5 0.0 0.3
H -0.813 -0.135 2.242 -0.8 1.2 -1.3
H -1.088 0.301 0.490 1.3 -0.1 1.0
N -1.970 -0.232 -1.669 -3.8 -1.4 -1.4
C -1.201 0.801 -1.589 -5.7 8.3 -3.4
N -0.030 0.524 -1.283 7.1 0.4 1.8
O -1.594 2.075 -1.871 1.6 -5.5 0.8
H -2.908 -0.064 -1.989 -0.1 0.1 0.4
H -1.776 -1.081 -1.210 0.5 -1.0 0.3
H 0.644 1.258 -1.479 0.1 -0.3 0.6
H 0.232 -0.425 -1.123 0.5 -0.6 0.0
N -1.559 -2.431 1.601 -1.3 4.3 0.5
C -0.724 -2.884 0.698 2.0 4.9 -3.4
N -0.546 -4.144 0.767 2.7 -6.0 -2.1
O -0.129 -2.094 -0.272 -2.8 -3.6 4.3
H -1.673 -1.343 1.402 -0.2 -2.4 0.7
H -2.089 -2.833 2.378 0.7 -0.5 -1.0
H -0.017 -4.643 0.000 -0.8 1.0 1.5
H -0.820 -4.716 1.559 0.1 0.4 -0.2
C 1.877 1.221 1.908 -0.8 -0.6 -0.7
C 3.343 1.560 1.963 -2.0 -3.2 -7.9
C 3.638 2.554 0.845 -0.1 0.9 0.3
O 3.670 2.074 3.035 3.2 4.5 10.5
H 1.203 2.053 1.697 0.2 0.3 0.4
H 1.626 0.722 2.833 -0.4 -0.1 0.4
H 1.709 0.527 1.090 -0.1 -0.3 -0.1
H 3.872 0.617 1.958 0.2 -0.8 -1.6
H 2.976 3.424 0.985 0.3 -0.2 0.3
H 3.412 2.223 -0.114 -0.6 -1.0 -1.8
H 4.643 2.942 0.777 0.5 -0.1 0.5
H 4.317 1.543 3.525 -0.5 0.7 -0.1
C -4.441 -3.012 -0.367 -1.0 0.5 0.5
C -3.750 -4.317 -0.727 -3.4 4.4 -8.8
C -2.671 -4.070 -1.769 0.6 0.5 -0.8
O -3.212 -4.959 0.174 3.7 -4.8 8.9
H -3.947 -2.510 0.442 0.8 0.3 0.5
H -5.422 -3.233 0.078 0.0 0.2 -0.5
H -4.509 -2.237 -1.153 -0.2 -0.8 0.1
H -4.510 -4.917 -1.273 0.1 -0.1 0.4
H -3.179 -3.848 -2.673 0.0 0.4 -1.3
H -1.993 -4.906 -1.911 -0.5 -0.7 -0.1
H -1.930 -3.293 -1.570 -0.5 0.6 0.3
H -2.420 -4.446 0.401 -0.1 -0.7 0.4
C 3.220 -2.222 0.765 1.6 0.5 0.2
C 3.318 -2.026 -0.757 -6.8 4.7 1.8
C 3.301 -0.532 -1.151 1.1 0.8 -0.4
O 4.328 -2.539 -1.307 6.9 -3.8 -2.7
H 3.421 -3.274 0.892 -0.3 -0.5 0.5
H 2.282 -1.894 1.207 -0.2 -0.3 -0.3
H 4.032 -1.703 1.376 -0.7 -0.4 -1.1
H 2.396 -2.420 -1.250 -0.2 -0.1 0.8
H 4.177 -0.003 -0.722 -0.3 -0.4 0.0
H 2.451 -0.067 -0.726 -1.0 0.7 0.1
H 3.378 -0.274 -2.273 -0.5 -0.9 1.4
H 4.467 -2.034 -2.107 0.6 -0.4 -0.3
C -1.321 3.789 1.662 -2.6 -0.4 -0.6
C -0.495 3.957 0.409 -15.0 -5.4 -2.6
C -1.128 4.924 -0.550 -1.8 -1.0 -2.5
O 0.623 4.258 0.597 16.2 4.5 4.0
H -1.009 2.906 2.220 0.1 0.2 0.3
H -2.425 3.660 1.349 1.7 -0.1 0.5
H -1.326 4.678 2.263 0.3 0.5 0.6
H -0.440 2.910 -0.038 -1.6 0.7 -0.1
H -0.768 4.667 -1.601 -0.4 0.5 1.2
H -0.926 5.951 -0.337 0.6 0.7 0.4
H -2.223 4.838 -0.564 0.2 -0.1 -0.3
H 1.060 3.828 -0.106 2.1 0.0 -0.9
C 1.656 1.871 -3.584 -1.0 -0.1 -1.6
O 1.817 2.589 -2.386 -0.4 -0.1 0.5
H 0.706 2.085 -4.137 0.6 0.3 0.8
H 1.614 0.797 -3.429 0.3 -0.2 0.3
H 2.463 2.116 -4.263 0.3 -0.2 -0.3
H 2.579 3.143 -2.505 0.4 0.4 0.2
```
Forces are in eV/Å.

Summary:
HOMO = -8.26 eV
structure (SMILES) = NC(N)=O.NC(N)=O.NC(N)=O.CC(C)O.CC(C)O.CC(C)O.CC(C)O.CO
orbital gap = 8.144 eV
relative energy (zero: lowest compared OMol25 entry of this formula, charge and spin) = 223.6 kcal per mole
net charge = 0

What are the Mulliken partial charges on each atom? They are as follows, in elementary charge units: atom 1 (N): -0.30, atom 2 (C): 0.46, atom 3 (N): 0.48, atom 4 (O): -0.70, atom 5 (H): 0.33, atom 6 (H): 0.16, atom 7 (H): 0.48, atom 8 (H): -0.56, atom 9 (N): 0.21, atom 10 (C): -0.10, atom 11 (N): 0.76, atom 12 (O): -0.75, atom 13 (H): 0.29, atom 14 (H): -0.09, atom 15 (H): -0.49, atom 16 (H): 0.24, atom 17 (N): -0.22, atom 18 (C): 0.03, atom 19 (N): -0.28, atom 20 (O): -0.75, atom 21 (H): 0.10, atom 22 (H): 0.25, atom 23 (H): 0.32, atom 24 (H): 0.24, atom 25 (C): -0.36, atom 26 (C): 0.57, atom 27 (C): -1.22, atom 28 (O): -0.51, atom 29 (H): -0.05, atom 30 (H): 0.43, atom 31 (H): -0.08, atom 32 (H): 0.14, atom 33 (H): 0.34, atom 34 (H): -0.01, atom 35 (H): 0.35, atom 36 (H): 0.46, atom 37 (C): -0.98, atom 38 (C): 0.54, atom 39 (C): -1.09, atom 40 (O): -0.62, atom 41 (H): 0.10, atom 42 (H): 0.38, atom 43 (H): 0.27, atom 44 (H): 0.37, atom 45 (H): 0.51, atom 46 (H): 0.30, atom 47 (H): 0.06, atom 48 (H): 0.22, atom 49 (C): -1.10, atom 50 (C): 0.98, atom 51 (C): -0.46, atom 52 (O): -0.58, atom 53 (H): 0.42, atom 54 (H): 0.13, atom 55 (H): 0.23, atom 56 (H): -0.09, atom 57 (H): 0.49, atom 58 (H): -0.82, atom 59 (H): 0.37, atom 60 (H): 0.43, atom 61 (C): -1.61, atom 62 (C): 2.01, atom 63 (C): -1.72, atom 64 (O): -0.51, atom 65 (H): 0.13, atom 66 (H): 0.29, atom 67 (H): 0.46, atom 68 (H): -0.53, atom 69 (H): 0.19, atom 70 (H): 0.41, atom 71 (H): 0.41, atom 72 (H): 0.39, atom 73 (C): -0.93, atom 74 (O): -0.44, atom 75 (H): 0.22, atom 76 (H): 0.18, atom 77 (H): 0.51, atom 78 (H): 0.33

=====

No. 3
C4H6N2O | the ωB97M-V functional and the def2-TZVPD basis

```
13
Properties=species:S:1:pos:R:3:forces:R:3
O -2.648 -0.242 -0.081 2.9 0.7 0.0
C -1.420 -0.061 -0.063 -3.8 2.2 1.2
N -0.765 1.176 0.412 -1.2 -0.1 -0.4
N 0.455 1.328 -0.296 1.3 -1.6 -1.6
C 0.896 -0.044 -0.515 0.3 -0.6 -0.9
C 0.752 -0.956 0.679 -1.7 5.0 0.6
C -0.365 -0.915 -0.389 3.5 -3.3 -0.8
H -1.195 1.988 0.031 -1.8 0.5 0.5
H 1.147 1.878 0.187 0.0 -0.1 0.7
H 1.580 -0.225 -1.392 -0.7 0.2 1.3
H 0.563 -0.277 1.590 0.3 -1.7 -1.2
H 1.371 -1.747 0.775 1.5 -2.6 0.2
H -0.373 -1.903 -0.936 -0.8 1.6 0.4
```
Forces are in eV/Å.

Summary:
HOMO = -8.66 eV
structure (SMILES) = O=C1NN[C@H]2C[C@@H]12
orbital gap = 9.603 eV
relative energy (zero: lowest compared OMol25 entry of this formula, charge and spin) = 72.4 kcal per mole
net charge = 0

What are the natural (NBO) partial charges on each atom? They are as follows, in elementary charge units: atom 1 (O): -0.56, atom 2 (C): 0.66, atom 3 (N): -0.51, atom 4 (N): -0.47, atom 5 (C): -0.05, atom 6 (C): -0.40, atom 7 (C): -0.36, atom 8 (H): 0.39, atom 9 (H): 0.36, atom 10 (H): 0.23, atom 11 (H): 0.23, atom 12 (H): 0.22, atom 13 (H): 0.26

=====

| no. | DFT total energy (eV) |
| --- | --- |
| 1 | -10653.6761 |
| 2 | -42683.4722 |
| 3 | -9270.3638 |